1.
DFT (ωB97M-V/def2-TZVPD) results for a molecular structure, C3H5BF8IrN6O6S2 at a distorted geometry.

* DFT total energy: -2621.524209 Ha
* total charge: +1
* energy relative to the best compared isomer or geometry (same formula, charge and spin): 30.2 kJ/mol
* Kohn-Sham gap: 9.7 eV
* E_LUMO: -4.026 eV

Last column: Mulliken charge in e.
Cartesian coordinates (Å):
1 Ir -0.417 -0.357 0.493  1.535
2 F 1.041 1.575 -0.884  -0.238
3 C 0.386 2.764 -0.862  0.722
4 F 0.862 3.490 0.126  -0.198
5 F 0.568 3.366 -2.015  -0.197
6 S -1.421 2.434 -0.593  1.006
7 O -1.458 1.431 0.512  -0.803
8 O -2.026 3.670 -0.291  -0.569
9 N -1.872 1.786 -1.940  -0.479
10 S -2.094 0.261 -2.229  0.971
11 O -3.431 -0.198 -2.191  -0.538
12 O -1.092 -0.608 -1.517  -0.846
13 C -1.471 0.149 -3.968  0.650
14 F -2.219 0.904 -4.741  -0.173
15 F -0.207 0.550 -4.012  -0.202
16 F -1.553 -1.118 -4.341  -0.186
17 N 0.360 -2.226 0.256  -0.459
18 N 1.546 -2.407 1.002  -0.286
19 C 1.981 -1.389 1.774  0.973
20 N 3.085 -1.568 2.470  -0.314
21 N 1.217 -0.284 1.709  -0.514
22 N 1.515 0.822 2.569  1.100
23 O 0.681 1.667 2.556  -0.513
24 O 2.551 0.819 3.198  -0.744
25 H -0.324 -2.925 0.543  0.423
26 H 0.552 -2.352 -0.740  0.426
27 H 2.010 -3.300 0.966  0.184
28 H 3.572 -2.449 2.453  0.161
29 H 3.404 -0.817 3.066  0.227
30 F -1.234 -2.037 2.707  -0.250
31 B -1.640 -1.045 1.903  0.290
32 F -2.872 -0.610 2.020  -0.158

***

2.
DFT (ωB97M-V/def2-TZVPD) results for a single C9H10N4S molecule at a distorted geometry.

* DFT total energy: -966.052881 Ha
* energy relative to the best compared isomer or geometry (same formula, charge and spin): 329.8 kJ/mol
* Kohn-Sham gap: 8.2 eV
* E_LUMO: -0.694 eV
* SMILES: Cc1nnc(C)n1/N=C/c1cccs1

Last column: Mulliken charge in e.
Cartesian coordinates (Å):
1 C 0.045 -2.645 1.796  -0.880
2 C -0.171 -2.624 0.278  0.550
3 N -0.751 -3.556 -0.438  -0.538
4 N -0.517 -3.105 -1.767  -0.517
5 C 0.006 -1.897 -1.762  0.814
6 C 0.262 -1.203 -3.074  -1.035
7 N 0.282 -1.566 -0.509  0.648
8 N 0.691 -0.353 -0.042  -1.080
9 C 0.015 0.731 -0.375  -0.046
10 C 0.233 1.894 0.371  0.297
11 C -0.722 2.875 0.623  -0.385
12 C -0.355 3.940 1.563  -0.439
13 C 0.848 3.798 2.123  -0.371
14 S 1.675 2.373 1.448  -0.109
15 H -0.915 -2.860 2.210  0.315
16 H 0.913 -3.393 2.047  0.232
17 H 0.295 -1.629 2.060  0.265
18 H 1.232 -0.810 -3.199  0.316
19 H 0.009 -1.997 -3.841  0.341
20 H -0.479 -0.420 -3.304  0.255
21 H -0.928 0.465 -1.024  0.301
22 H -1.736 2.857 0.152  0.311
23 H -1.149 4.646 1.796  0.343
24 H 1.219 4.478 2.869  0.413

***

3.
DFT (ωB97M-V/def2-TZVPD) results for a molecular structure, C7H28IN14O7 at a distorted geometry.

* DFT total energy: -1873.533993 Ha
* total charge: -1
* energy relative to the best compared isomer or geometry (same formula, charge and spin): 3084.5 kJ/mol
* Kohn-Sham gap: 6.6 eV
* E_LUMO: 2.238 eV

Last column: Mulliken charge in e.
Cartesian coordinates (Å):
1 I 4.645 -15.314 20.010  3.333
2 C 2.704 -13.117 18.625  0.497
3 O 2.812 -12.770 19.820  -0.678
4 N 2.162 -12.398 17.791  -0.229
5 N 3.220 -14.187 18.164  -0.667
6 H 2.004 -12.962 16.968  0.196
7 H 1.630 -11.569 18.015  0.280
8 H 3.439 -14.135 17.180  0.423
9 H 3.732 -14.687 18.876  -0.578
10 C 7.170 -14.892 22.365  0.057
11 O 7.806 -14.515 23.354  -0.804
12 N 7.722 -14.731 21.214  -0.291
13 N 5.885 -15.220 22.313  -0.237
14 H 6.983 -14.928 20.554  3.304
15 H 8.680 -14.421 21.135  0.258
16 H 5.341 -15.301 21.466  -0.029
17 H 5.498 -15.489 23.206  0.083
18 C 7.715 -14.329 18.430  0.470
19 O 8.514 -14.424 17.491  -0.814
20 N 7.698 -13.223 19.263  -0.225
21 N 6.769 -15.249 18.660  0.464
22 H 8.362 -12.469 19.164  0.220
23 H 6.914 -13.052 19.877  0.209
24 H 6.720 -15.986 17.972  0.083
25 H 6.090 -15.222 19.408  -1.376
26 C 6.397 -17.868 20.189  -0.062
27 O 6.652 -19.040 20.395  -0.805
28 N 6.523 -16.998 21.090  1.251
29 N 6.094 -17.473 19.016  0.029
30 H 6.466 -16.044 20.762  -4.788
31 H 6.580 -17.297 22.053  0.307
32 H 6.337 -18.212 18.371  0.269
33 H 5.547 -16.633 18.889  0.535
34 C 2.887 -18.364 20.124  0.119
35 O 1.903 -19.085 19.878  -0.861
36 N 4.056 -18.742 20.045  -0.027
37 N 2.838 -17.039 20.285  -0.293
38 H 4.155 -19.660 19.635  0.266
39 H 4.867 -18.206 20.319  0.313
40 H 3.676 -16.499 20.119  -0.713
41 H 1.934 -16.619 20.126  0.271
42 C 2.851 -16.520 22.636  0.252
43 O 1.905 -16.581 21.951  -0.574
44 N 2.886 -16.526 23.910  -0.373
45 N 3.952 -16.235 22.042  0.068
46 H 1.958 -16.465 24.304  0.306
47 H 3.814 -16.621 24.297  0.168
48 H 3.956 -16.256 21.032  -0.235
49 H 4.849 -16.409 22.472  0.584
50 C 5.524 -12.300 18.056  -0.101
51 O 6.111 -11.305 18.107  -0.693
52 N 5.220 -13.019 19.141  0.031
53 N 5.205 -12.885 16.937  -0.106
54 H 4.746 -13.889 19.340  -0.864
55 H 5.429 -12.478 19.968  0.337
56 H 4.579 -13.664 17.078  0.239
57 H 5.360 -12.420 16.054  0.201

***

4.
DFT (ωB97M-V/def2-TZVPD) results for a molecular structure, C27H38CoN7OPS.

* DFT total energy: -3632.061191 Ha
* total charge: +2
* energy relative to the best compared isomer or geometry (same formula, charge and spin): 49.7 kJ/mol
* Kohn-Sham gap (alpha / beta): 7.9 / 9.0 eV
* E_LUMO (alpha / beta): -6.303 / -5.170 eV
* 2S+1: 2

Last column: Löwdin spin population.
Cartesian coordinates (Å):
1 Co -0.165 0.128 -0.166  0.997
2 N 1.744 -0.711 1.288  0.022
3 N 3.041 -0.535 0.808  0.001
4 C 3.268 0.119 -0.344  0.006
5 N 4.527 0.266 -0.740  0.002
6 S 2.005 0.748 -1.263  0.025
7 H 1.644 -0.225 2.176  0.000
8 H 1.576 -1.700 1.434  0.000
9 H 3.816 -0.850 1.372  0.001
10 H 5.314 -0.093 -0.222  0.000
11 H 4.713 0.735 -1.609  0.000
12 N -1.600 0.665 2.546  -0.006
13 P -0.597 1.656 1.596  -0.035
14 C -1.428 3.260 1.787  -0.006
15 C -1.487 4.138 0.710  0.000
16 C -2.125 5.362 0.844  0.000
17 C -2.705 5.711 2.053  0.000
18 C -2.612 4.854 3.144  0.000
19 C -1.967 3.636 3.018  -0.001
20 C 0.921 1.885 2.581  -0.005
21 C 1.038 1.529 3.921  -0.001
22 C 2.216 1.803 4.603  0.000
23 C 3.268 2.435 3.956  -0.001
24 C 3.154 2.789 2.617  0.000
25 C 1.987 2.505 1.927  -0.001
26 C -1.640 -0.701 2.396  0.001
27 C -2.279 -1.507 3.346  -0.001
28 C -2.233 -2.873 3.199  0.001
29 C -1.543 -3.416 2.113  0.000
30 C -0.965 -2.558 1.212  0.002
31 N -1.018 -1.216 1.327  0.005
32 H -2.223 1.065 3.227  0.000
33 H -1.034 3.859 -0.234  0.000
34 H -2.171 6.040 0.002  0.000
35 H -3.223 6.655 2.155  0.000
36 H -3.033 5.139 4.098  0.000
37 H -1.859 3.014 3.899  0.000
38 H 0.214 1.049 4.436  0.000
39 H 2.305 1.531 5.647  0.000
40 H 4.177 2.662 4.497  0.000
41 H 3.971 3.290 2.115  0.000
42 H 1.888 2.769 0.878  0.000
43 H -2.780 -1.044 4.186  0.000
44 H -2.716 -3.515 3.923  0.000
45 H -1.472 -4.485 1.971  0.000
46 H -0.449 -2.926 0.336  0.000
47 C -0.730 4.089 -4.023  0.000
48 C -1.264 3.119 -3.030  -0.001
49 C -2.511 2.961 -2.462  0.000
50 C -2.394 1.895 -1.561  -0.001
51 N -1.150 1.410 -1.576  0.003
52 N -0.480 2.183 -2.462  0.001
53 C -3.471 1.327 -0.702  0.000
54 H -1.521 4.443 -4.678  0.000
55 H 0.053 3.638 -4.632  0.000
56 H -0.303 4.955 -3.513  0.000
57 H -3.398 3.537 -2.667  0.000
58 H 0.481 2.008 -2.704  0.000
59 H -4.099 2.123 -0.304  0.000
60 H -3.054 0.757 0.131  0.000
61 H -4.108 0.668 -1.294  0.000
62 C -2.624 -3.029 -1.865  0.000
63 C -2.042 -1.628 -1.913  0.000
64 O -0.646 -1.570 -1.566  -0.005
65 C 0.225 -2.042 -2.610  0.000
66 C 1.413 -2.767 -2.011  0.000
67 H -3.692 -2.966 -2.073  0.000
68 H -2.499 -3.476 -0.880  0.000
69 H -2.181 -3.692 -2.608  0.000
70 H -2.547 -0.995 -1.184  0.000
71 H -2.183 -1.188 -2.905  0.000
72 H 0.550 -1.186 -3.209  0.000
73 H -0.328 -2.721 -3.257  0.000
74 H 2.058 -2.080 -1.463  0.000
75 H 1.998 -3.232 -2.804  0.000
76 H 1.072 -3.558 -1.340  0.000

***

5.
DFT (ωB97M-V/def2-TZVPD) results for a single C6H6 molecule at a distorted geometry.

* DFT total energy: -232.081986 Ha
* energy relative to the best compared isomer or geometry (same formula, charge and spin): 379.0 kJ/mol
* Kohn-Sham gap: 9.2 eV
* E_LUMO: 0.628 eV
* SMILES: C=CC#CC=C

Last column: Mulliken charge in e.
Cartesian coordinates (Å):
1 C 1.582 -1.309 -1.801  -0.640
2 C 1.906 -0.542 -0.719  -0.467
3 C 0.734 0.041 -0.030  0.195
4 C -0.022 0.611 0.685  0.389
5 C -1.124 1.333 1.335  -0.537
6 C -2.320 0.706 1.198  -0.591
7 H 0.565 -1.619 -1.926  0.262
8 H 2.356 -1.863 -2.361  0.270
9 H 2.912 -0.204 -0.443  0.289
10 H -0.800 2.170 1.828  0.379
11 H -2.445 -0.393 0.730  0.198
12 H -3.343 1.069 1.505  0.253

***

Number 3 is which compound? C7H28IN14O7

***

Look up the energy relative to the best compared isomer or geometry (same formula, charge and spin) of the third one. 3084.5 kJ/mol

***

Among the records above, which one has the highest energy relative to the best compared isomer or geometry (same formula, charge and spin)? C7H28IN14O7

***

Number 2 is which compound? C9H10N4S